## i
41
Properties=species:S:1:pos:R:3:mulliken_charge:R:1 method="wB97M-V/def2-TZVPD" spin_multiplicity=1 smiles="C=CC[C@H](C)NC.O.O.O.O.O.O.O" homo_lumo_gap_ev=9.30 charge=0
C 1.507 1.633 -1.093 -1.183
C 0.647 0.634 -0.926 0.647
C -0.236 -0.098 -1.877 -0.887
C -0.991 -1.262 -1.256 0.569
C -1.893 -1.811 -2.385 -1.457
N -1.783 -0.864 -0.076 -0.066
C -2.452 -1.986 0.637 -1.047
H 2.285 1.764 -0.324 0.177
H 1.660 2.371 -1.847 0.322
H 0.673 0.156 0.090 -0.288
H 0.354 -0.448 -2.730 0.409
H -0.968 0.587 -2.334 0.442
H -0.255 -2.001 -0.881 0.258
H -1.715 -1.408 -3.366 0.459
H -2.970 -1.810 -2.101 0.316
H -1.586 -2.869 -2.537 0.354
H -2.491 -0.163 -0.327 0.221
H -2.886 -2.757 0.003 0.365
H -1.622 -2.450 1.213 0.240
H -3.226 -1.493 1.272 0.322
O -0.882 1.129 1.870 -0.709
H -1.459 1.027 2.630 0.222
H -0.842 0.383 1.240 0.308
O -1.761 3.465 0.631 -0.699
H -1.357 2.722 1.143 0.435
H -1.947 4.149 1.285 0.293
O 1.929 1.255 2.755 -0.665
H 1.605 2.016 2.252 0.311
H 1.037 0.964 3.052 0.310
O 1.663 -2.316 0.664 -0.475
H 2.236 -1.709 1.169 0.211
H 1.251 -2.689 1.456 0.302
O 3.734 -0.927 1.966 -0.694
H 3.269 -0.076 1.998 0.358
H 4.520 -0.890 2.510 0.291
O -3.741 2.359 -0.900 -0.660
H -2.999 2.655 -0.336 0.398
H -4.007 3.148 -1.377 0.301
O 3.645 -1.894 -1.707 -0.602
H 4.590 -1.824 -1.568 0.289
H 3.205 -1.180 -1.238 0.306



## ii
41
Properties=species:S:1:pos:R:3:mulliken_charge:R:1 method="wB97M-V/def2-TZVPD" spin_multiplicity=1 smiles=C[C@@H](O)CCN(C)C.O.O.O.O.O.O homo_lumo_gap_ev=9.82 charge=0
C 2.377 -1.339 1.180 -1.608
C 0.957 -0.964 1.366 -0.108
O 0.755 -0.031 2.446 -0.605
C 0.180 -0.614 0.098 1.604
C -0.373 -1.858 -0.680 -1.360
N -0.562 -1.259 -2.072 0.342
C 0.523 -1.828 -2.891 -1.121
C -1.897 -1.509 -2.631 -1.078
H 2.716 -1.625 2.227 0.365
H 2.485 -2.127 0.516 0.478
H 3.165 -0.649 0.715 0.283
H 0.321 -1.825 1.849 0.317
H 1.159 0.784 2.341 0.328
H -0.716 0.013 0.179 -0.711
H 0.857 -0.039 -0.592 0.078
H 0.369 -2.732 -0.628 0.325
H -1.296 -2.141 -0.241 0.407
H 0.803 -1.078 -3.905 0.209
H 0.504 -2.878 -3.028 0.483
H 1.407 -1.808 -2.186 0.320
H -2.000 -2.471 -3.004 0.455
H -2.102 -0.881 -3.487 0.299
H -2.726 -1.416 -1.901 0.286
O 2.270 2.307 2.161 -0.754
H 2.873 1.626 1.994 0.338
H 2.080 2.526 1.176 0.282
O -1.899 -0.641 2.783 -0.695
H -2.178 0.017 3.402 0.303
H -0.952 -0.185 2.481 0.553
O -0.751 2.596 0.421 -0.662
H -0.176 2.191 1.067 0.325
H -1.595 2.127 0.583 0.300
O 1.751 1.834 -0.704 -0.717
H 1.865 2.763 -0.423 0.408
H 0.855 1.788 -1.134 0.430
O -0.248 1.760 -2.108 -0.752
H -0.680 0.948 -1.662 0.345
H 0.415 1.255 -2.756 0.364
O -2.885 0.186 0.246 -0.618
H -2.863 -0.456 0.917 0.356
H -3.191 -0.324 -0.603 0.209



Which structure wins on stability? i wins.



## i
22
Properties=species:S:1:pos:R:3:mulliken_charge:R:1 method="wB97M-V/def2-TZVPD" spin_multiplicity=1 homo_lumo_gap_ev="6.81 / 9.72" charge=0
C -1.837 0.245 0.249 1.007
C -0.602 0.306 0.149 -0.839
C -3.223 0.776 0.073 -0.421
C -3.045 -0.701 0.034 -0.611
C 1.433 -1.886 -0.478 -0.998
C 1.955 0.178 1.639 -0.999
C 1.742 0.999 -1.496 -0.962
Si 1.235 -0.082 -0.107 0.222
H -0.154 2.656 1.017 -0.020
H -3.646 1.089 0.949 0.261
H -3.273 1.473 -0.865 0.198
H -3.147 -1.441 -0.876 0.208
H -3.259 -1.184 0.919 0.245
H 0.663 -2.353 0.169 0.313
H 0.923 -1.950 -1.471 0.260
H 2.417 -2.413 -0.527 0.318
H 1.375 0.983 2.170 0.286
H 1.894 -0.855 2.233 0.207
H 2.938 0.442 1.636 0.421
H 2.437 0.505 -2.237 0.318
H 0.838 1.323 -2.093 0.307
H 2.335 1.888 -1.088 0.279



## ii
22
Properties=species:S:1:pos:R:3:mulliken_charge:R:1 method="wB97M-V/def2-TZVPD" spin_multiplicity=1 homo_lumo_gap_ev="6.97 / 9.13" charge=0
C 1.856 -0.033 0.132 0.380
C 0.722 -0.228 0.650 -0.315
C 2.943 0.206 -0.813 -0.333
C 3.258 -0.499 0.417 -0.713
C -1.575 -1.801 -0.440 -1.141
C -1.498 1.306 -1.205 -1.036
C -2.074 0.227 1.662 -0.987
Si -1.074 -0.040 0.079 0.314
H 0.245 2.494 0.704 0.039
H 2.834 -0.305 -1.760 0.228
H 3.292 1.212 -0.826 0.215
H 3.900 0.135 1.013 0.237
H 3.519 -1.624 0.302 0.224
H -1.915 -1.855 -1.520 0.327
H -0.733 -2.447 -0.381 0.363
H -2.427 -2.342 0.180 0.281
H -1.136 2.232 -0.930 0.417
H -0.921 1.096 -2.021 0.344
H -2.596 1.361 -1.205 0.252
H -3.109 0.157 1.411 0.303
H -1.669 -0.432 2.474 0.271
H -1.840 1.181 2.075 0.329



Which structure wins on stability? i wins.